w:
C20H23F3N4O2RhS2 | ωB97M-V/def2-TZVPD

Properties
Total charge   +1
LUMO   -4.49 eV

Atoms and positions in Å:
Rh 1.177 -0.920 0.007
F 5.444 -3.757 -3.149
C 4.371 -4.129 -2.435
F 4.739 -4.198 -1.156
F 4.038 -5.366 -2.834
C 3.228 -3.172 -2.674
C 2.959 -2.814 -3.988
C 1.943 -1.918 -4.280
C 1.221 -1.390 -3.230
N 1.454 -1.754 -1.971
C 2.435 -2.622 -1.675
S 2.516 -2.831 0.068
H 3.560 -3.237 -4.783
H 1.715 -1.634 -5.296
H 0.427 -0.673 -3.384
C -0.312 3.675 -3.235
C -1.148 2.420 -3.039
N -1.575 2.229 -1.650
C -2.847 2.870 -1.278
C -4.051 1.990 -1.566
C -0.908 1.495 -0.767
S 0.716 1.022 -1.131
N -1.492 1.273 0.409
C -1.193 0.334 1.256
O -0.513 -0.751 1.011
C -1.806 0.444 2.605
C -1.271 -0.243 3.689
C -1.802 -0.073 4.958
C -2.887 0.771 5.146
C -3.443 1.440 4.063
C -2.905 1.280 2.798
H -0.105 3.823 -4.294
H 0.639 3.601 -2.706
H -0.838 4.557 -2.869
H -0.598 1.535 -3.352
H -2.058 2.468 -3.637
H -2.897 3.804 -1.839
H -2.795 3.113 -0.220
H -4.090 1.696 -2.616
H -4.970 2.529 -1.338
H -4.019 1.087 -0.956
H -0.437 -0.906 3.535
H -1.372 -0.599 5.800
H -3.306 0.902 6.135
H -4.295 2.090 4.207
H -3.336 1.792 1.949
C 3.019 -0.636 3.859
C 2.101 -1.108 2.780
N 1.429 -2.234 2.956
O 2.031 -0.412 1.736
H 2.811 -1.113 4.814
H 2.932 0.444 3.952
H 4.043 -0.866 3.560
H 1.543 -2.773 3.798
H 0.778 -2.559 2.256

natural (NBO) atomic charge list, values in e, 2 entries:
1. Rh 0.93
2. F -0.31

x:
C20H23F3N4O2RhS2 | ωB97M-V/def2-TZVPD

Properties
Total charge   +1
LUMO   -4.58 eV

Atoms and positions in Å:
Rh 0.212 -1.062 -0.395
F 3.639 -3.200 -4.813
C 3.801 -2.950 -3.507
F 4.080 -1.655 -3.372
F 4.874 -3.640 -3.103
C 2.582 -3.380 -2.726
C 2.397 -4.738 -2.530
C 1.319 -5.203 -1.785
C 0.470 -4.274 -1.231
N 0.630 -2.965 -1.442
C 1.644 -2.502 -2.180
S 1.566 -0.765 -2.300
H 3.110 -5.435 -2.955
H 1.150 -6.259 -1.639
H -0.371 -4.571 -0.620
C -4.722 1.497 0.896
C -3.510 1.272 1.790
N -2.335 2.045 1.375
C -2.245 3.422 1.884
C -1.588 3.499 3.253
C -1.356 1.561 0.613
S -1.733 0.129 -0.337
N -0.253 2.247 0.477
C 0.923 1.773 0.145
O 1.280 0.545 0.226
C 1.960 2.743 -0.265
C 3.081 2.283 -0.951
C 4.031 3.184 -1.404
C 3.873 4.540 -1.153
C 2.768 4.998 -0.444
C 1.811 4.103 0.000
H -5.586 0.974 1.306
H -4.535 1.120 -0.111
H -4.968 2.557 0.824
H -3.240 0.219 1.806
H -3.735 1.573 2.814
H -3.261 3.817 1.912
H -1.672 4.000 1.163
H -2.105 2.871 3.980
H -1.619 4.527 3.616
H -0.547 3.185 3.193
H 3.197 1.223 -1.132
H 4.898 2.830 -1.947
H 4.618 5.243 -1.504
H 2.659 6.054 -0.240
H 0.951 4.444 0.560
C -1.855 -4.099 2.296
C -1.634 -3.132 1.171
N -2.544 -3.108 0.192
O -0.621 -2.416 1.173
H -2.780 -4.661 2.186
H -1.870 -3.547 3.235
H -1.013 -4.789 2.340
H -3.372 -3.676 0.229
H -2.454 -2.449 -0.565

natural (NBO) atomic charge list, values in e, 2 entries:
1. Rh 0.87
2. F -0.31

Stability, lowest: x

w:
C2H3FO2 | ωB97M-V/def2-TZVPD

Properties
LUMO (alpha / beta)   -0.19 / -0.82 eV

Atoms and positions in Å:
C -0.079 -0.504 0.193
C 0.466 0.205 -0.882
O -0.073 0.552 1.224
O -1.237 0.882 1.831
F 1.703 0.009 -1.343
H -1.118 -0.612 -0.088
H 0.390 -1.468 0.560
H -0.052 0.936 -1.495

natural (NBO) atomic charge list, values in e, 2 entries:
1. C -0.24
2. C 0.27

x:
C2H3FO2 | ωB97M-V/def2-TZVPD

Properties
SMILES string   O=C(O)CF
LUMO   -0.02 eV

Atoms and positions in Å:
O -0.485 -1.527 -1.155
C -0.138 -0.767 -0.235
O -0.386 -1.085 0.999
C 0.284 0.587 -0.478
F 0.880 0.804 0.859
H -0.428 -0.250 1.859
H 1.007 0.793 -1.385
H -0.735 1.445 -0.464

natural (NBO) atomic charge list, values in e, 2 entries:
1. O -0.56
2. C 0.69

y:
C2H3FO2 | ωB97M-V/def2-TZVPD

Properties
SMILES string   O=C(O)CF
LUMO   0.58 eV

Atoms and positions in Å:
O -0.586 1.739 -0.191
C -0.436 0.541 -0.003
O -1.328 -0.476 -0.341
C 0.916 -0.089 0.494
F 1.192 -1.380 0.009
H -0.805 -1.379 -0.518
H 1.636 0.991 0.215
H 0.874 -0.006 1.533

natural (NBO) atomic charge list, values in e, 2 entries:
1. O -0.54
2. C 0.76

Stability, lowest: w

w:
C3H12O3S | ωB97M-V/def2-TZVPD

Properties
SMILES string   OCCCS.O.O
LUMO   0.41 eV

Atoms and positions in Å:
O 2.313 2.356 -1.433
C 1.605 1.485 -2.351
C 2.414 0.229 -2.617
C 1.828 -1.020 -1.956
S 3.068 -2.343 -1.663
H 2.023 2.305 -0.522
H 0.605 1.268 -1.952
H 1.413 2.199 -3.156
H 2.337 0.075 -3.716
H 3.499 0.270 -2.583
H 0.965 -1.477 -2.437
H 1.368 -0.619 -1.043
H 2.903 -2.582 -0.330
O -5.599 0.431 2.381
H -4.945 -0.097 2.811
H -5.695 1.090 3.045
O -3.578 -1.076 6.151
H -2.793 -0.661 5.755
H -3.729 -1.834 5.617

natural (NBO) atomic charge list, values in e, 2 entries:
1. O -0.74
2. C -0.07

x:
C3H12O3S | ωB97M-V/def2-TZVPD

Properties
SMILES string   OCCCS.O.O
LUMO   0.28 eV

Atoms and positions in Å:
O 1.244 -2.196 0.484
C -0.205 -2.392 0.413
C -0.964 -1.123 0.085
C -0.374 -0.375 -1.113
S -1.417 1.143 -1.730
H 1.505 -1.537 1.152
H -0.597 -2.799 1.409
H -0.367 -3.171 -0.382
H -1.198 -0.710 0.961
H -1.972 -1.437 -0.384
H 0.645 -0.055 -0.865
H -0.341 -1.156 -1.957
H -1.184 1.889 -0.686
O 2.060 0.145 1.783
H 2.687 -0.051 2.439
H 1.797 1.019 1.923
O 0.562 2.894 0.942
H 0.356 3.834 0.903
H -0.330 2.489 1.179

natural (NBO) atomic charge list, values in e, 2 entries:
1. O -0.76
2. C -0.06

y:
C3H12O3S | ωB97M-V/def2-TZVPD

Properties
SMILES string   OCCCS.O.O
LUMO   0.51 eV

Atoms and positions in Å:
O -0.662 1.090 1.993
C -0.530 -0.355 1.766
C 0.839 -0.549 1.045
C 1.765 -1.454 1.881
S 3.319 -1.871 1.050
H -1.548 1.084 2.368
H -1.340 -0.626 1.097
H -0.345 -0.849 2.719
H 1.344 0.403 0.877
H 0.676 -1.054 0.093
H 1.827 -1.047 2.889
H 1.224 -2.407 1.947
H 3.147 -1.288 -0.159
O -3.103 0.130 -0.898
H -4.005 0.431 -0.999
H -2.699 0.859 -0.388
O -0.026 2.864 -5.717
H 0.531 2.314 -5.168
H -0.413 2.324 -6.396

natural (NBO) atomic charge list, values in e, 2 entries:
1. O -0.72
2. C -0.09

Stability, lowest: w